C35H78Br2F5N10O5P4S as an isolated structure at a distorted geometry, computed with ωB97M-V/def2-TZVPD.

The calculation puts the total energy at -9714.3208 Eh. The net charge is +1.

Element x y z (Å)
H -1.82 -10.43 -4.70
H -5.31 6.92 -1.01
C 2.00 4.58 -0.07
H 3.82 3.31 -0.17
H 1.47 -8.06 -5.33
H -3.90 11.60 2.97
C 3.61 -6.26 1.12
H -5.62 9.90 2.32
H 1.10 -7.25 -3.82
H -3.62 12.48 -0.26
H -2.42 10.71 2.69
C -3.23 11.24 2.18
H 3.43 -6.56 0.08
N 0.56 4.57 0.33
P 2.53 -5.17 3.35
C 1.21 -6.20 1.01
H 4.88 0.08 2.77
H 2.75 -8.13 2.96
H 5.14 2.41 1.93
H 0.54 4.73 1.36
H 1.10 -7.36 5.91
F -1.16 5.59 -5.14
N 2.37 -5.88 1.81
O -1.72 1.98 -2.78
H -3.55 10.84 -3.31
H -2.96 6.48 0.37
H -3.11 9.25 -2.79
H 4.09 -7.10 1.63
H 0.72 0.70 1.33
H 0.08 1.27 -0.67
H 0.82 -11.55 0.59
H -3.20 6.26 -1.38
H -2.52 5.31 3.27
O -2.23 8.73 1.13
C 4.51 0.90 3.46
F -1.58 3.41 -5.33
N -1.44 -9.95 -2.68
H 1.25 -7.24 0.67
H 3.53 0.53 3.93
H -3.32 -10.70 -2.07
H 1.13 -9.83 0.47
F -2.51 4.67 -3.63
C -2.03 -9.64 -3.98
H 1.15 -5.55 0.13
H 1.61 -2.18 3.47
H 2.01 4.78 -1.20
H -2.06 -11.92 -2.28
H 3.58 0.10 0.59
H 0.27 -6.12 1.54
C -5.34 10.41 1.39
Br 3.94 8.45 0.88
H -5.18 11.96 -0.95
C -1.73 3.72 -0.17
C 2.96 6.99 -0.03
C 1.79 0.68 1.74
H -0.54 -10.42 0.54
C -0.09 4.16 -3.48
H -0.58 -5.15 3.06
P -2.92 9.59 0.07
H -5.71 11.44 1.45
H 3.04 6.65 -2.20
C -2.47 4.98 2.20
H 1.91 -8.68 4.37
N 0.42 -10.71 -1.33
N -3.67 8.20 -0.65
H 0.45 -12.22 -2.83
C 0.46 -10.63 0.13
H 2.30 2.76 -2.06
C 2.45 7.32 -1.49
C -1.38 4.41 -4.42
H 1.16 -5.63 5.85
H -0.81 -3.52 3.58
H 2.52 -8.32 -3.92
P 0.10 -9.27 -2.18
C 0.94 -6.51 5.25
H 5.21 1.10 4.33
H 2.04 -10.90 -3.98
C -4.09 11.94 -1.08
H -1.82 7.19 -0.80
O 1.41 -8.63 -1.70
H 0.64 -2.49 4.93
C 4.27 2.27 2.66
C -3.78 10.07 -2.57
N -3.90 10.40 1.21
Br 3.47 5.69 2.47
H 1.44 -10.28 -5.52
H 1.70 -12.36 -1.60
H -1.85 4.54 -0.94
H -2.08 -10.84 -0.87
H 4.32 3.10 3.44
H 0.39 -11.27 -4.57
C 2.76 5.76 0.62
H 0.06 -3.81 2.06
H -5.90 9.97 0.58
C 2.67 -0.47 1.00
S -0.32 2.47 -2.71
H 1.38 6.96 -1.56
H 0.12 5.42 -0.07
C 1.85 -7.95 3.55
H -0.12 -6.50 4.98
F 1.00 4.17 -4.34
C 1.46 -2.88 4.31
H 2.35 -2.88 4.93
O 0.46 1.54 -3.55
H -2.36 2.83 -0.44
H -2.79 12.12 1.70
H 2.42 1.20 -1.15
P 2.61 2.37 1.77
H -3.86 12.53 -1.97
N 1.78 -6.59 4.06
C -5.07 7.83 -0.46
C 1.48 -8.18 -4.24
H -4.81 9.75 -2.72
O 3.25 -3.93 2.80
H -3.12 -9.53 -3.91
H 1.67 0.30 2.82
C -0.19 3.31 0.08
C -2.88 6.97 -0.60
H 2.13 -0.93 0.12
H -5.30 7.66 0.60
H 0.01 -12.77 -1.26
C 2.73 3.15 0.06
H -1.68 -8.69 -4.38
C 1.16 -10.50 -4.49
H 4.32 -5.43 1.09
H -5.73 8.58 -0.88
N 0.65 -9.31 -3.82
C -2.22 4.34 1.19
C -2.25 -10.90 -1.94
C 0.41 2.32 -1.00
H -0.21 2.74 1.06
N 1.16 -4.24 3.83
F -0.06 5.23 -2.58
C 2.01 2.25 -1.08
C 0.66 -12.06 -1.78
H 0.97 -8.19 2.95
H 3.07 -1.25 1.72
C -0.09 -4.18 3.08
H 2.57 8.40 -1.78
N -3.60 10.58 -1.21

These are the Löwdin partial charges, in e, on atoms 1 to 2: number 1, H, carries 0.086; number 2, H, carries 0.084